Record 1
# C5H10O

A 2-piece molecular cluster, C5H10O overall (the ωB97M-V functional and the def2-TZVPD basis, OMol25).

Geometry (Å):
C -1.9623 0.1145 0.3513
C -0.4524 0.3112 0.3866
C 0.4102 -0.7944 1.0598
C 1.1226 -1.0998 -0.2841
C 0.2407 -0.0349 -0.9335
O 0.0941 0.3506 -2.0630
H -2.4320 0.8797 -0.2743
H -2.2145 -0.8647 -0.0729
H -2.3939 0.1703 1.3558
H -0.2002 1.3238 0.7269
H 1.0731 -0.4332 1.8500
H -0.1790 -1.6287 1.4516
H 2.1913 -0.8645 -0.3228
H 0.9718 -2.1023 -0.6970
H 2.0753 2.4974 -1.0061
H 1.6553 2.1750 -1.5283

Structure (SMILES): C[C@H]1CCC1=O.[H][H]
Orbital gap, eV: 10.5
LUMO, Eh: 0.0375
ΔE to the lowest compared entry with this formula, charge and spin, kcal/mol: 39.29

Record 2
# C4H7N

One molecule with the formula C4H7N in a non-equilibrium geometry (the ωB97M-V functional and the def2-TZVPD basis, OMol25).

Geometry (Å):
C 1.5010 0.2415 0.3597
C 0.5047 -0.6260 -0.3611
C -0.7130 -0.7179 0.3903
N -1.4420 0.3326 0.7726
C -1.5560 0.7181 -0.5065
H 1.0235 1.1831 0.6433
H 1.9475 -0.1213 1.3112
H 2.4170 0.5141 -0.1797
H 0.8621 -1.5187 -0.8682
H -1.1052 -1.7347 0.6017
H -2.4712 0.3472 -1.0187
H -0.9683 1.3819 -1.1447

Orbital gap, eV: 7.1
LUMO, Eh: -0.0132
ΔE to the lowest compared entry with this formula, charge and spin, kcal/mol: 126.10

Record 3
# C4H3O4

C4H3O4 as an isolated structure in a non-equilibrium geometry (the ωB97M-V functional and the def2-TZVPD basis, OMol25).

Geometry (Å):
C 0.1863 0.1163 0.0302
C -0.6767 -0.9575 -0.0349
C -1.9625 0.8382 0.0765
C 1.6493 0.1185 -0.0054
O -0.1616 -2.6998 -0.0410
O -2.9097 1.5977 -0.0621
O -0.6095 1.2353 0.1092
O -2.0054 -0.4996 0.1020
H 2.0093 -0.8418 0.2990
H 2.2720 0.8899 0.5801
H 2.2085 0.2027 -1.0535

Charge: -1
Orbital gap, eV: 7.3
LUMO, Eh: 0.1416
ΔE to the lowest compared entry with this formula, charge and spin, kcal/mol: 88.15

Record 4
# C4H8NO

An isolated ion of composition C4H8NO and charge +1 in a non-equilibrium geometry (the ωB97M-V functional and the def2-TZVPD basis, OMol25).

Geometry (Å):
C -2.3092 0.1796 0.5018
C -0.9093 -0.2861 -0.6733
C -0.0090 -1.4044 -0.3728
N 0.5394 -0.2665 -0.3508
C 1.6378 0.6139 -0.0506
O 2.6492 -0.0396 0.7631
H -1.8250 -0.2534 1.4989
H -3.1871 -0.2102 0.0880
H -2.1397 1.2349 0.5435
H -1.2774 0.2085 -1.5996
H 0.1398 -2.4668 -0.4127
H 1.8527 1.0640 -1.0251
H 1.2346 1.3797 0.5546
H 3.6033 0.2464 0.5350

Charge: +1
Structure (SMILES): C[C@@H]1C=[N+]1CO
Orbital gap, eV: 9.8
LUMO, Eh: -0.1862
ΔE to the lowest compared entry with this formula, charge and spin, kcal/mol: 104.18

Record 5
# C54H48F3N3O6ReS4Si

C54H48F3N3O6ReS4Si as an isolated structure in a non-equilibrium geometry (the ωB97M-V functional and the def2-TZVPD basis, OMol25).

Geometry (Å):
Re 0.3614 -1.1663 -0.1101
C -3.2295 2.9342 -4.1549
Si -2.4831 1.2122 -4.2786
C -3.8337 -0.0131 -3.8968
C -1.9638 0.9569 -6.0645
C -0.8983 1.1995 -3.2308
C 0.0638 2.1325 -3.5803
C 1.2836 2.2294 -2.9026
C 1.5032 1.3624 -1.8590
N 0.6062 0.4227 -1.4960
C -0.5791 0.3441 -2.1562
S -1.6093 -0.9089 -1.5757
H -4.1247 2.9913 -4.7763
H -2.5245 3.6965 -4.4962
H -3.5085 3.1568 -3.1226
H -4.6584 0.1397 -4.5971
H -4.2310 0.1152 -2.8883
H -3.4938 -1.0435 -4.0101
H -2.8413 0.9907 -6.7121
H -1.4797 -0.0142 -6.1888
H -1.2674 1.7337 -6.3885
H -0.1127 2.8172 -4.4039
H 2.0325 2.9571 -3.1812
H 2.4319 1.3607 -1.3008
C 4.9541 5.2961 3.1123
C 4.0595 4.1707 2.6689
C 4.2926 3.4895 1.4820
C 3.4570 2.4542 1.0811
C 2.3691 2.1099 1.8631
C 2.1221 2.7789 3.0514
C 2.9568 3.8073 3.4455
S 1.2666 0.7397 1.4320
O 0.8600 0.2260 2.7539
C -0.0559 1.9605 0.8961
C 0.1731 2.6962 -0.2772
C -0.7306 3.5686 -0.7817
C -1.9862 3.7223 -0.1568
C -2.9547 4.6053 -0.6874
C -4.1856 4.7190 -0.1096
C -4.4964 3.9355 1.0226
C -3.5664 3.0848 1.5489
C -2.2655 2.9604 0.9967
C -1.2563 2.0965 1.5496
C -1.6498 1.3880 2.7988
C -1.8490 2.1809 3.9687
C -1.4435 3.5394 4.0443
C -1.6686 4.2903 5.1611
C -2.3194 3.7236 6.2808
C -2.7172 2.4195 6.2457
C -2.4887 1.6223 5.0971
C -2.9147 0.2786 5.0496
C -2.6571 -0.4875 3.9545
C -1.9682 0.0467 2.8436
S -1.5162 -1.1338 1.5387
O -2.7794 -1.5442 0.8902
C -1.1022 -2.5439 2.5865
C -0.3750 -2.4349 3.7617
C 0.0006 -3.5719 4.4568
C -0.3390 -4.8405 3.9906
C 0.1324 -6.0736 4.7132
C -1.0616 -4.9380 2.8068
C -1.4425 -3.7981 2.1145
H 5.8893 5.3030 2.5540
H 5.2026 5.1937 4.1688
H 4.4573 6.2559 2.9633
H 5.1423 3.7544 0.8650
H 3.6776 1.9204 0.1654
H 1.2878 2.4901 3.6788
H 2.7528 4.3216 4.3766
H 1.1105 2.5384 -0.8143
H -0.4943 4.1231 -1.6826
H -2.7263 5.1924 -1.5688
H -4.9232 5.3926 -0.5256
H -5.4760 4.0022 1.4767
H -3.8571 2.4922 2.4060
H -0.9408 4.0035 3.2040
H -1.3513 5.3246 5.1849
H -2.5026 4.3228 7.1631
H -3.2168 1.9932 7.1069
H -3.4328 -0.1622 5.8920
H -2.9747 -1.5210 3.9472
H -0.0769 -1.4693 4.1451
H 0.5803 -3.4636 5.3654
H 0.1471 -5.9114 5.7909
H 1.1403 -6.3379 4.3890
H -0.5259 -6.9197 4.5180
H -1.3259 -5.9102 2.4085
H -2.0023 -3.8979 1.1921
N 0.0176 -3.2240 -0.8010
C 0.0211 -3.7051 -2.2000
C -0.4615 -4.9873 -2.4315
C -0.4322 -5.5330 -3.7068
C 0.1021 -4.8001 -4.7564
C 0.6021 -3.5307 -4.5248
C 0.5780 -3.0007 -3.2446
S 0.1135 -5.4672 -6.4339
O -0.1572 -4.2984 -7.2534
O -0.9444 -6.4598 -6.4132
O 1.4591 -6.0018 -6.5498
H -0.8671 -3.5656 -0.4229
H 0.6520 -3.8110 -0.2555
H -0.8729 -5.5762 -1.6160
H -0.8200 -6.5247 -3.8964
H 1.0065 -2.9625 -5.3529
H 0.9606 -2.0178 -3.0796
F 6.9629 -1.6795 -2.8292
C 6.2068 -2.7700 -2.6028
F 6.8956 -3.5623 -1.7699
F 6.0929 -3.4180 -3.7669
C 4.8592 -2.3908 -2.0489
C 4.0182 -1.5715 -2.7802
C 2.7911 -1.2381 -2.2544
N 2.3403 -1.6613 -1.0513
C 3.1815 -2.4528 -0.3662
C 4.4308 -2.8389 -0.8189
H 4.3078 -1.1934 -3.7512
H 2.1321 -0.6021 -2.8130
H 2.8142 -2.7837 0.5951
H 5.0478 -3.4796 -0.2067
O 1.1025 -2.0746 1.2095

<S²>: 0.76
Orbital gap (alpha / beta), eV: 6.1 / 6.0
LUMO (alpha / beta), Eh: -0.0412 / -0.0474
ΔE to the lowest compared entry with this formula, charge and spin, kcal/mol: 60.74
Spin multiplicity: 2

Record 6
# C4H12N2O2

A 3-piece molecular cluster, C4H12N2O2 overall in a non-equilibrium geometry (the ωB97M-V functional and the def2-TZVPD basis, OMol25).

Geometry (Å):
C -2.0754 0.5542 0.2200
C -0.5111 -0.8819 0.9404
N -1.6999 1.8124 0.0859
O -3.0983 0.2967 1.0657
H -3.2504 -0.6572 1.1114
H -2.0098 -0.0451 -0.6839
H -2.0791 2.4688 0.7562
H -0.6484 1.8543 -0.2357
H -0.7986 -1.5911 0.1551
H 0.4070 -1.2255 1.4198
H -1.1667 -1.0167 1.8072
C 2.2393 -0.7437 -1.6075
N 2.2328 -0.2447 -0.2442
C 1.2618 0.6451 0.1427
O 0.6688 1.3564 -0.7106
H 2.4863 -0.9204 0.4614
H 1.3127 0.9200 1.2016
H 2.1584 0.1014 -2.2878
H 1.3943 -1.4170 -1.8003
H 3.1767 -1.2658 -1.7972

Orbital gap, eV: 8.1
LUMO, Eh: 0.0314
ΔE to the lowest compared entry with this formula, charge and spin, kcal/mol: 107.77

Record 7
# C30H42CaN7O3PS5Se

C30H42CaN7O3PS5Se as an isolated structure in a non-equilibrium geometry (the ωB97M-V functional and the def2-TZVPD basis, OMol25).

Geometry (Å):
Ca 0.2945 -0.9423 -0.2109
S 1.6174 -3.4573 -1.3874
S 3.3578 -2.6261 -2.0567
S 4.0547 -1.3509 -0.6103
S 2.7459 0.2375 -0.4664
O -2.2225 2.0338 0.5327
C -1.0368 1.9943 0.8597
O -0.3004 0.9888 0.7152
C -0.4621 3.3555 1.3460
P 1.0897 3.8099 0.4844
C 0.9962 5.6469 0.7178
C 1.6093 6.0120 1.9295
C 1.5724 7.2720 2.4134
C 0.8978 8.3017 1.6705
C 0.2796 7.9562 0.4702
C 0.2920 6.6195 0.0683
C 0.5816 3.7436 -1.2398
C 1.5608 3.3549 -2.2048
C 1.2016 3.2558 -3.5300
C -0.0989 3.4384 -4.0368
C -1.0377 3.7725 -3.0957
C -0.7384 3.8733 -1.7427
H -0.2213 3.2986 2.4129
H -1.2420 4.1240 1.3075
H 2.0619 5.1461 2.4060
H 2.1143 7.5906 3.2450
H 0.9648 9.3193 1.9797
H -0.2707 8.6666 -0.1857
H -0.2123 6.3361 -0.8469
H 2.5420 3.0095 -1.9685
H 1.9644 3.0171 -4.2837
H -0.3914 3.3099 -5.0543
H -2.1218 3.7569 -3.3229
H -1.5837 4.0371 -1.1156
C -4.1471 1.3463 -2.6188
C -2.8651 0.6304 -2.8030
C -2.1889 0.1955 -3.9278
C -0.9161 -0.1775 -3.4764
N -0.8442 0.0732 -2.1784
N -2.0085 0.5461 -1.7701
C 0.3517 -0.5328 -4.1794
H -4.2378 2.2425 -3.2040
H -4.2589 1.7151 -1.5790
H -5.0719 0.8149 -2.9305
H -2.4828 0.3140 -4.9595
H -2.0802 0.9391 -0.7751
H 0.7234 -1.5097 -3.9509
H 1.0996 0.1667 -3.9017
H 0.1788 -0.5900 -5.2556
C -1.3478 -4.8483 -1.4929
N -2.5176 -5.2994 -0.7342
C -3.6822 -5.7164 -1.4228
C -4.8115 -5.1840 -0.9251
N -4.5007 -4.2963 0.1318
C -5.3585 -3.3041 0.6012
C -3.0007 -4.3796 0.3147
Se -2.3344 -2.4285 0.1775
H -1.1835 -5.3990 -2.4741
H -0.4498 -5.0677 -0.9078
H -1.4585 -3.7726 -1.6237
H -3.6427 -6.3964 -2.2462
H -5.8462 -5.2838 -1.2424
H -5.9031 -3.7316 1.5128
H -6.0923 -2.9469 -0.1684
H -4.8557 -2.4235 1.0319
O -4.2505 -4.4806 3.5473
S -2.9556 -4.9493 3.0649
N -2.5549 -4.9087 1.6238
C 2.7940 -4.7240 2.8361
C 3.6914 -3.6504 2.3046
N 3.4106 -2.3122 2.8833
C 4.3781 -1.7761 3.8119
C 5.6040 -1.2075 3.1698
C 2.2949 -1.6857 2.4728
C 1.9707 -0.3665 3.0875
N 1.5011 -2.1417 1.6044
H 3.3072 -5.7241 2.6315
H 1.8649 -4.8450 2.3155
H 2.6280 -4.5738 3.8994
H 3.6147 -3.6036 1.2247
H 4.6760 -3.8593 2.6320
H 4.6401 -2.5324 4.5356
H 3.8484 -1.0057 4.3700
H 6.1530 -1.9990 2.6296
H 6.2123 -0.8041 4.0052
H 5.3787 -0.4223 2.4251
H 2.1080 -0.3720 4.1790
H 0.9413 -0.1307 2.7782
H 2.6712 0.3545 2.6749
H 1.9466 -2.8771 1.0712

Charge: -2
Orbital gap, eV: 5.2
LUMO, Eh: 0.1462
ΔE to the lowest compared entry with this formula, charge and spin, kcal/mol: 32.94

Record 8
# C32H30IrN3O5PS

C32H30IrN3O5PS as an isolated structure in a non-equilibrium geometry (the ωB97M-V functional and the def2-TZVPD basis, OMol25).

Geometry (Å):
Ir 0.8892 0.7791 1.1323
O 0.7620 -2.5242 3.9162
C 0.9793 -1.5461 3.0905
O 0.1290 -0.7486 2.7028
C 2.4090 -1.4157 2.6420
C 3.4940 -2.2154 2.9701
C 4.7323 -1.8670 2.4407
C 4.8593 -0.7624 1.5988
C 3.7207 -0.0272 1.3143
N 2.5462 -0.3681 1.8507
C 3.5705 1.1740 0.4237
O 4.5428 1.7226 -0.2267
O 2.4502 1.7108 0.2960
H -0.1678 -2.5468 4.2106
H 3.3768 -3.0737 3.6185
H 5.6066 -2.4581 2.6807
H 5.8313 -0.5017 1.1979
H 5.4164 1.3319 -0.0645
N -0.3782 3.4162 0.6020
P -0.5338 1.9047 -0.1631
C -2.2145 1.3240 -0.1227
C -2.6064 0.2963 0.7350
C -3.9334 -0.1006 0.7828
C -4.8728 0.5277 -0.0241
C -4.4916 1.5551 -0.8804
C -3.1668 1.9500 -0.9367
C -0.0231 2.1721 -1.8368
C 0.9116 3.1639 -2.1519
C 1.2894 3.3525 -3.4708
C 0.7568 2.5440 -4.4676
C -0.1556 1.5432 -4.1547
C -0.5463 1.3499 -2.8409
C 0.0651 3.4669 1.9090
C -0.0111 4.6156 2.6943
C 0.3914 4.5528 4.0059
C 0.8540 3.3436 4.5397
C 0.9338 2.2609 3.7164
N 0.5624 2.3139 2.4072
H -0.6909 4.2724 0.1660
H -1.8885 -0.2007 1.3780
H -4.2385 -0.8943 1.4517
H -5.9095 0.2201 0.0175
H -5.2279 2.0451 -1.5030
H -2.8780 2.7490 -1.6102
H 1.3386 3.7887 -1.3778
H 1.9933 4.1339 -3.7237
H 1.0503 2.7003 -5.4976
H -0.5746 0.9288 -4.9406
H -1.2771 0.5898 -2.5952
H -0.4038 5.5284 2.2675
H 0.3377 5.4370 4.6275
H 1.1492 3.2588 5.5751
H 1.2912 1.3019 4.0626
C -3.9090 -4.7470 -2.8814
C -2.7462 -4.0894 -2.1954
C -2.3426 -4.4882 -0.9254
C -1.2510 -3.8985 -0.3051
C -0.5577 -2.8993 -0.9773
C -0.9512 -2.4624 -2.2440
C -2.0461 -3.0551 -2.8334
S 0.8604 -2.2647 -0.2022
C 2.1592 -2.6511 -1.3540
O 0.7392 -0.7063 -0.3286
H -4.1394 -5.7124 -2.4369
H -3.7010 -4.8918 -3.9405
H -4.7982 -4.1179 -2.8035
H -2.8853 -5.2725 -0.4136
H -0.9423 -4.2224 0.6819
H -0.4136 -1.6704 -2.7515
H -2.3677 -2.7288 -3.8150
H 1.8551 -2.3601 -2.3580
H 2.3335 -3.7263 -1.3046
H 3.0538 -2.1105 -1.0463

Charge: +3
Orbital gap, eV: 6.8
LUMO, Eh: -0.3579
ΔE to the lowest compared entry with this formula, charge and spin, kcal/mol: 17.12

Record 9
# C14H13NSW

C14H13NSW as an isolated structure in a non-equilibrium geometry (the ωB97M-V functional and the def2-TZVPD basis, OMol25).

Geometry (Å):
W 1.2638 0.4584 0.8472
C 3.2699 2.0988 1.4369
H 2.1774 2.4460 1.1958
H 3.4341 2.0174 2.4785
H 3.9931 2.8469 1.1157
H 3.5998 1.2242 0.8595
H 1.4497 -1.2813 0.9768
S -2.2639 -1.4274 -1.2325
C -2.5009 -1.5866 0.5455
C -3.5720 -2.1472 1.2347
C -3.5650 -2.1148 2.6467
C -2.4821 -1.5354 3.3614
C -1.4007 -0.9689 2.6475
C -1.4673 -0.9780 1.2717
N -0.5813 -0.3108 0.4073
C -0.8586 -0.4808 -0.9159
C 0.0745 0.1194 -1.8157
C -0.0875 0.1077 -3.2206
C 0.8190 0.7819 -4.0441
C 1.9132 1.4398 -3.4742
C 2.1169 1.4344 -2.0722
C 1.1999 0.7759 -1.2377
H -4.4082 -2.5782 0.6654
H -4.4146 -2.5517 3.2123
H -2.5091 -1.5317 4.4583
H -0.5569 -0.5308 3.1815
H -0.9345 -0.4270 -3.6428
H 0.6792 0.7894 -5.1172
H 2.6256 1.9622 -4.1242
H 2.9864 1.9485 -1.6454

Charge: +2
<S²>: 2.08
Orbital gap (alpha / beta), eV: 5.3 / 6.2
LUMO (alpha / beta), Eh: -0.3751 / -0.3419
ΔE to the lowest compared entry with this formula, charge and spin, kcal/mol: 0.00
Spin multiplicity: 3

Record 10
# C14H44ClN6O12

A 9-piece molecular cluster, C14H44ClN6O12 overall in a non-equilibrium geometry (the ωB97M-V functional and the def2-TZVPD basis, OMol25).

Geometry (Å):
Cl -0.0664 1.8033 -1.1680
O 0.6858 1.3564 -2.3556
O 0.7483 1.7424 0.0362
O -0.6551 3.1312 -1.4150
O -1.1858 0.9009 -1.0496
C 1.6852 -2.1136 2.3016
O 1.5321 -1.9866 3.4812
N 2.0916 -1.1745 1.4360
N 1.5699 -3.3716 1.7177
H 2.1495 -1.2734 0.4405
H 2.2105 -0.1957 1.7596
H 1.7107 -3.4794 0.7189
H 0.8692 -3.9860 2.1564
C -2.6996 1.4804 -4.5588
O -3.3674 2.0660 -5.4202
N -3.1058 1.1398 -3.3723
N -1.3860 1.1165 -4.8057
H -2.5046 0.8408 -2.6198
H -4.0171 1.4664 -3.0895
H -1.0109 1.5449 -5.6058
H -0.7977 1.1021 -4.0233
C -0.3765 -3.4625 -1.8901
O -0.0839 -4.5463 -1.3650
N -0.2882 -3.2001 -3.2299
N -0.7303 -2.3590 -1.0707
H -0.1081 -2.2628 -3.5569
H 0.2178 -3.8898 -3.6577
H -1.0342 -2.6136 -0.0922
H -0.6618 -1.4293 -1.4752
C -1.1471 2.3534 3.0280
C -1.2909 0.7445 3.0513
C -1.6418 0.1830 4.4739
O -2.3067 0.3719 2.1654
H -0.7214 2.7076 2.0687
H -0.4590 2.6221 3.8393
H -2.1720 2.7725 3.0805
H -0.3360 0.3188 2.6404
H -2.7519 0.2031 4.5533
H -0.9721 0.8038 5.1336
H -1.3023 -0.8596 4.4936
H -2.1976 0.7502 1.2794
C -2.6394 -4.7288 2.1094
C -3.1403 -3.2455 2.0352
C -3.4536 -2.7514 3.4813
O -2.0344 -2.5428 1.5305
H -2.1246 -5.0073 1.1689
H -3.4727 -5.4113 2.2613
H -1.8392 -4.6382 2.8573
H -3.9914 -3.0874 1.3910
H -4.2136 -3.5063 3.7823
H -3.7881 -1.7082 3.4428
H -2.5444 -2.8894 4.0536
H -2.1561 -1.6178 1.7511
C 3.6322 -1.4002 -3.2196
C 3.5789 -1.4083 -1.7028
C 4.4864 -0.3077 -1.2660
O 2.2289 -1.2899 -1.3330
H 3.5209 -0.3914 -3.6791
H 2.9081 -2.1024 -3.6944
H 4.5593 -1.8538 -3.6616
H 3.9566 -2.3712 -1.3495
H 5.3901 -0.5459 -1.8490
H 4.7141 -0.3598 -0.2369
H 4.1085 0.6364 -1.6782
H 1.9791 -0.3318 -1.3205
C 3.1280 4.5601 0.0461
O 3.5115 3.1173 0.0646
H 2.0057 4.5827 0.2987
H 3.6874 5.0276 0.8707
H 3.4062 5.0695 -0.8748
H 2.7210 2.7420 -0.3181
C -0.2820 6.3994 -0.6162
O -0.5760 5.3682 0.3243
H 0.8000 6.4867 -0.8977
H -0.9196 6.3038 -1.4921
H -0.5396 7.3345 -0.1992
H -0.7004 4.5506 -0.1149

Charge: -1
Orbital gap, eV: 9.6
LUMO, Eh: 0.0967

DFT total energy: -7393.0614, -5745.9488, -12383.9531, -7803.5850, -135032.0134, -11414.5433, -195619.2175, -71319.6098, -28859.0212, -61261.9682 (eV)